No. 1
Below is C13H25KNNaO9 as an isolated structure, with properties calculated with ωB97M-V with the def2-TZVPD basis set.

Output
LUMO	-3.72	eV
HOMO	-5.003	eV
charge	0
energy above the lowest of the compared OMol25 structures with the same formula, charge and spin	0.7901	eV
frontier orbital gap	1.285	eV

Geometry (Å):
1 C -2.861 -1.778 3.956
2 C -3.786 -2.342 2.869
3 C -3.379 -1.973 1.432
4 N -1.915 -1.884 1.241
5 O -1.669 -0.597 0.660
6 C -0.514 -0.603 -0.051
7 O 0.420 -1.164 0.348
8 O -0.483 0.018 -1.228
9 C -1.347 1.162 -1.299
10 C -0.702 2.479 -0.807
11 C -1.380 3.084 0.454
12 O -0.425 3.409 1.460
13 C -0.096 2.287 2.247
14 H -3.098 -0.732 4.180
15 H -3.064 -2.331 4.883
16 H -1.799 -1.912 3.749
17 H -3.929 -3.417 2.991
18 H -4.774 -1.898 3.040
19 H -3.806 -1.012 1.142
20 H -3.743 -2.739 0.738
21 H -1.644 -2.593 0.564
22 H -2.306 1.027 -0.791
23 H -1.585 1.295 -2.355
24 H 0.376 2.422 -0.658
25 H -0.857 3.224 -1.592
26 H -2.197 2.451 0.833
27 H -1.834 4.041 0.186
28 H 0.889 2.381 2.704
29 H -0.877 2.056 3.007
30 H -0.046 1.404 1.597
31 K -1.878 3.032 4.433
32 O 5.744 2.352 -2.689
33 C 4.874 1.527 -2.781
34 O 3.924 1.460 -1.832
35 C 2.742 0.654 -1.947
36 C 2.979 -0.765 -1.494
37 C 4.874 0.507 -3.895
38 H 2.337 0.704 -2.960
39 H 2.006 1.119 -1.297
40 H 3.723 -1.264 -2.115
41 H 2.058 -1.338 -1.534
42 H 3.357 -0.779 -0.471
43 H 5.512 -0.328 -3.610
44 H 5.282 0.978 -4.787
45 H 3.886 0.136 -4.158
46 C 0.894 -3.654 -2.808
47 O -0.267 -3.996 -2.568
48 O 1.913 -4.120 -2.227
49 O 1.225 -2.780 -3.657
50 Na -2.752 0.788 6.898

---

No. 2
Below is an isolated ion of composition C13H26BO3 and charge -1, with properties calculated with ωB97M-V with the def2-TZVPD basis set.

Output
LUMO	2.85	eV
HOMO	-4.497	eV
charge	-1
frontier orbital gap	7.350	eV

Geometry (Å):
1 C -3.547 3.454 1.051
2 C -2.460 4.055 0.613
3 C -1.996 3.928 -0.811
4 O -1.980 4.905 -1.442
5 O -1.630 2.720 -1.324
6 C -2.736 2.244 -2.154
7 C -3.087 0.799 -1.800
8 C -1.958 -0.207 -2.239
9 C -1.300 -0.830 -0.957
10 C 0.131 -1.301 -1.362
11 C 0.584 -2.575 -0.589
12 B 1.153 -2.293 0.927
13 C 1.023 -3.751 1.760
14 C 2.732 -1.884 0.991
15 O 3.042 -0.527 0.536
16 C 4.271 -0.134 1.085
17 C 4.106 0.688 2.377
18 H -3.792 2.442 0.719
19 H -4.256 3.953 1.710
20 H -1.928 4.688 1.324
21 H -2.529 2.382 -3.222
22 H -3.627 2.846 -1.914
23 H -3.198 0.741 -0.711
24 H -4.017 0.472 -2.284
25 H -2.422 -1.031 -2.797
26 H -1.202 0.302 -2.846
27 H -1.197 -0.013 -0.235
28 H -1.919 -1.666 -0.618
29 H 0.034 -1.607 -2.424
30 H 0.860 -0.484 -1.284
31 H -0.338 -3.184 -0.465
32 H 1.256 -3.211 -1.199
33 H 0.451 -1.466 1.493
34 H 0.050 -3.787 2.265
35 H 1.879 -3.822 2.453
36 H 1.146 -4.551 1.010
37 H 3.025 -1.928 2.063
38 H 3.408 -2.603 0.475
39 H 4.918 -0.993 1.324
40 H 4.838 0.494 0.373
41 H 3.434 0.195 3.091
42 H 5.073 0.852 2.880
43 H 3.705 1.689 2.158

---

No. 3
Below is C13H26ClINOP2SSc as an isolated structure, with properties calculated with ωB97M-V with the def2-TZVPD basis set.

Output
LUMO (spin up / spin down)	-7.55 / -8.28	eV
HOMO (spin up / spin down)	-13.501 / -13.569	eV
charge	+2
energy above the lowest of the compared OMol25 structures with the same formula, charge and spin	0.0000	eV
frontier orbital gap (spin up / spin down)	5.954 / 5.287	eV

Geometry (Å):
1 C -0.284 0.191 -4.442
2 C -0.463 -0.197 -2.941
3 H -0.281 1.257 -4.521
4 H -1.036 -0.205 -5.147
5 H 0.766 -0.167 -4.603
6 O -0.286 0.474 -1.814
7 I -0.682 -3.279 -0.910
8 Sc 0.807 1.308 0.961
9 P 2.286 -0.307 -0.707
10 C 3.351 0.696 0.474
11 C 3.129 -1.978 -0.619
12 H 4.196 -2.009 -0.843
13 H 4.191 0.086 -2.398
14 H 2.567 -2.583 -1.351
15 H 2.702 -0.472 -3.208
16 H 3.275 0.299 1.505
17 H 2.948 -2.414 0.383
18 C 3.083 0.181 -2.396
19 H 4.388 0.705 0.133
20 H 2.824 1.224 -2.658
21 H 2.957 1.768 0.387
22 P -2.714 -0.339 -0.719
23 C -3.822 0.701 0.390
24 C -3.502 0.170 -2.420
25 H -3.075 -2.639 -1.317
26 H -4.723 -1.952 -0.829
27 H -3.425 -2.351 0.414
28 C -3.652 -1.980 -0.610
29 H -3.092 -0.454 -3.249
30 H -4.606 0.053 -2.375
31 H -4.866 0.694 0.059
32 H -3.326 1.699 0.323
33 H -3.213 1.228 -2.627
34 H -3.667 0.309 1.416
35 Cl -0.211 -1.896 -3.257
36 S -0.652 2.937 2.277
37 C 0.123 1.616 3.008
38 N -0.466 0.324 3.444
39 C -0.093 -0.049 4.691
40 C 1.030 0.405 5.332
41 C 1.881 1.300 4.657
42 C 1.608 1.729 3.322
43 H -1.365 -0.050 3.040
44 H -0.728 -0.624 5.307
45 H 1.139 0.253 6.410
46 H 2.683 1.848 5.186
47 H 2.297 2.488 2.842

---

No. 4
Below is C13H26ClInN9 as an isolated structure, with properties calculated with ωB97M-V with the def2-TZVPD basis set.

Output
LUMO	-8.36	eV
HOMO	-17.912	eV
charge	+3
frontier orbital gap	9.549	eV

Geometry (Å):
1 In -0.109 -0.315 -0.080
2 N -0.243 -0.015 2.157
3 C 0.724 1.035 2.580
4 C 0.499 2.263 1.723
5 N 0.652 1.946 0.279
6 C -0.157 2.887 -0.545
7 C -1.537 2.330 -0.823
8 N -1.388 0.995 -1.470
9 C 2.080 2.000 -0.126
10 C 2.298 1.299 -1.455
11 N 1.782 -0.093 -1.369
12 H -1.169 0.210 2.517
13 H 0.002 -0.912 2.573
14 H 1.728 0.627 2.455
15 H 0.602 1.280 3.634
16 H 1.177 3.068 2.015
17 H -0.516 2.635 1.883
18 H 0.352 3.057 -1.493
19 H -0.225 3.860 -0.055
20 H -2.103 3.017 -1.452
21 H -2.108 2.191 0.098
22 H -1.004 1.116 -2.407
23 H -2.299 0.564 -1.609
24 H 2.674 1.512 0.650
25 H 2.424 3.036 -0.184
26 H 3.356 1.309 -1.712
27 H 1.774 1.800 -2.266
28 H 2.438 -0.676 -0.850
29 H 1.737 -0.510 -2.297
30 N 2.304 -6.583 1.052
31 C 2.095 -5.540 0.271
32 N 2.414 -5.590 -1.019
33 N 1.551 -4.461 0.850
34 C 1.211 -3.307 0.521
35 N 0.895 -2.174 0.405
36 H 2.725 -7.436 0.721
37 H 2.055 -6.520 2.027
38 H 2.835 -6.409 -1.431
39 H 2.297 -4.786 -1.608
40 Cl -3.327 -5.031 -1.165
41 C -3.308 -3.463 -0.486
42 C -4.439 -2.912 0.098
43 C -4.354 -1.629 0.620
44 C -3.156 -0.951 0.540
45 N -2.055 -1.488 -0.018
46 C -2.135 -2.728 -0.522
47 H -5.362 -3.476 0.141
48 H -5.212 -1.162 1.082
49 H -3.072 0.056 0.933
50 H -1.245 -3.152 -0.966

---

No. 5
Below is C13H26CoNO2S3 as an isolated structure, with properties calculated with ωB97M-V with the def2-TZVPD basis set.

Output
LUMO (spin up / spin down)	0.60 / -0.91	eV
HOMO (spin up / spin down)	-6.439 / -7.923	eV
charge	0
energy above the lowest of the compared OMol25 structures with the same formula, charge and spin	0.5273	eV
multiplicity	5
frontier orbital gap (spin up / spin down)	7.043 / 7.018	eV

Geometry (Å):
1 Co -0.281 1.094 -0.070
2 C 4.076 2.799 -0.233
3 C 2.584 2.496 -0.245
4 S 2.017 1.115 0.529
5 C 1.704 3.296 -0.938
6 C 2.123 4.779 -1.156
7 S 0.199 2.930 -1.541
8 H 4.311 3.367 0.657
9 H 4.434 3.446 -1.038
10 H 4.644 1.855 -0.205
11 H 1.173 5.367 -1.142
12 H 2.629 4.904 -2.126
13 H 2.757 5.247 -0.385
14 N -4.511 1.719 -0.407
15 C -3.178 1.684 -0.165
16 O -2.376 1.118 -0.923
17 C -2.644 2.336 1.099
18 C -1.440 1.520 1.587
19 H -4.691 1.564 -1.422
20 H -5.015 2.449 0.066
21 H -3.452 2.379 1.781
22 H -2.390 3.332 0.827
23 H -1.861 0.569 1.960
24 H -0.894 2.167 2.292
25 C -3.354 -3.634 0.205
26 C -2.471 -3.171 -0.919
27 C -1.040 -3.446 -0.608
28 S -0.494 -2.151 0.385
29 O -0.338 -0.991 -0.545
30 C 1.151 -2.707 0.957
31 C 2.303 -2.666 -0.033
32 C 3.631 -2.381 0.691
33 H -4.371 -3.309 -0.082
34 H -3.169 -3.141 1.156
35 H -3.351 -4.704 0.268
36 H -2.704 -2.132 -1.085
37 H -2.826 -3.563 -1.889
38 H -0.422 -3.484 -1.514
39 H -1.026 -4.431 -0.119
40 H 1.094 -3.669 1.464
41 H 1.273 -1.874 1.648
42 H 2.060 -1.762 -0.650
43 H 2.343 -3.502 -0.725
44 H 3.609 -1.297 0.959
45 H 4.449 -2.549 0.013
46 H 3.735 -2.971 1.619

---

No. 6
Below is C13H26EuNO3P2 as an isolated structure, with properties calculated with ωB97M-V with the def2-TZVPD basis set.

Output
LUMO (spin up / spin down)	-3.08 / -3.30	eV
HOMO (spin up / spin down)	-7.674 / -8.843	eV
charge	+1
multiplicity	8
frontier orbital gap (spin up / spin down)	4.591 / 5.540	eV

Geometry (Å):
1 Eu -1.800 -0.037 0.770
2 P -0.734 -2.489 -0.312
3 C 0.792 -1.844 -1.179
4 C 0.927 -0.358 -1.461
5 N 0.291 0.556 -0.697
6 C 0.523 1.873 -0.928
7 C 1.315 2.321 -1.992
8 C 1.979 1.381 -2.770
9 C 1.801 0.034 -2.478
10 C -0.150 2.899 -0.038
11 P -0.443 2.402 1.735
12 H 2.282 -0.744 -3.060
13 H 1.447 3.412 -2.129
14 H 2.581 1.701 -3.629
15 H 0.475 3.805 -0.001
16 H -1.132 3.193 -0.460
17 H 1.674 -2.179 -0.628
18 H 0.789 -2.388 -2.138
19 H 3.819 -1.908 1.744
20 O 4.009 -2.539 1.038
21 H 4.205 -1.987 0.264
22 H 1.829 -1.483 3.595
23 O 2.072 -0.725 3.030
24 H 1.244 -0.191 2.898
25 C 1.188 2.835 2.464
26 H 1.379 3.918 2.383
27 H 1.190 2.539 3.524
28 H 1.995 2.271 1.973
29 C -1.440 3.833 2.300
30 H -1.786 3.607 3.321
31 H -0.845 4.761 2.297
32 H -2.322 3.942 1.652
33 C -1.443 -3.218 -1.808
34 H -0.666 -3.864 -2.242
35 H -2.336 -3.815 -1.574
36 H -1.705 -2.421 -2.516
37 C 0.006 -3.979 0.478
38 H -0.742 -4.470 1.112
39 H 0.337 -4.689 -0.294
40 H 0.858 -3.702 1.117
41 C -4.185 -0.515 -0.533
42 C -3.032 -0.151 -1.388
43 O -2.760 0.247 -2.466
44 H -4.051 -1.564 -0.170
45 H -5.108 -0.460 -1.147
46 H -4.327 0.189 0.345

---

No. 7
Below is C13H26F3O8PSSi2 as an isolated structure, with properties calculated with ωB97M-V with the def2-TZVPD basis set.

Output
LUMO	0.21	eV
HOMO	-8.582	eV
charge	0
frontier orbital gap	8.792	eV

Geometry (Å):
1 C 1.376 -3.055 -2.347
2 C 1.819 -1.500 -2.306
3 Si 2.361 -0.871 -0.588
4 C 3.621 0.596 -0.755
5 C 3.017 1.824 -1.624
6 C 2.665 3.039 -0.633
7 O 1.456 3.749 -0.995
8 C 3.374 -2.330 0.220
9 O 4.818 -2.183 0.061
10 C 5.322 -2.964 -0.987
11 F 5.076 -4.348 -0.856
12 F 4.957 -2.467 -2.276
13 F 6.743 -2.825 -0.937
14 O 1.067 -0.536 0.521
15 Si -0.194 0.432 -0.156
16 C -0.756 1.795 1.090
17 O -1.985 1.316 1.720
18 C -1.722 0.531 2.877
19 C -2.299 -0.973 3.044
20 O -1.007 0.938 3.833
21 P -2.022 -0.768 -0.665
22 S -1.909 -1.584 -2.446
23 H 1.065 -3.344 -1.282
24 H 0.519 -3.168 -3.102
25 H 2.236 -3.744 -2.689
26 H 2.735 -1.385 -3.003
27 H 0.980 -0.905 -2.802
28 H 4.571 0.169 -1.249
29 H 3.914 0.951 0.297
30 H 2.157 1.499 -2.300
31 H 3.854 2.205 -2.318
32 H 2.522 2.634 0.432
33 H 3.553 3.776 -0.616
34 H 1.038 3.362 -1.792
35 H 3.169 -2.228 1.354
36 H 2.957 -3.347 -0.078
37 H 0.176 1.113 -1.393
38 H -0.978 2.758 0.517
39 H 0.112 1.969 1.813
40 H -1.723 -1.724 2.412
41 H -2.172 -1.272 4.139
42 H -3.415 -0.928 2.810
43 H -2.318 -1.762 0.330
44 H -3.125 0.176 -0.688
45 C -5.140 1.715 2.075
46 C -6.172 2.418 1.247
47 O -6.373 1.525 0.160
48 C -6.007 0.285 0.584
49 O -6.206 -0.723 -0.028
50 O -5.385 0.341 1.796
51 H -5.251 1.921 3.141
52 H -4.120 1.960 1.769
53 H -7.120 2.547 1.779
54 H -5.830 3.391 0.893

---

No. 8
Below is a 2-piece molecular cluster, C13H26N4O2PS2 overall, with properties calculated with ωB97M-V with the def2-TZVPD basis set.

Output
LUMO	-3.68	eV
HOMO	-11.945	eV
charge	+1
frontier orbital gap	8.268	eV

Geometry (Å):
1 N -3.854 3.589 0.999
2 P -3.903 1.993 1.682
3 O -2.705 2.005 2.856
4 C -3.458 0.905 0.230
5 C -2.507 1.477 -0.871
6 N -1.619 0.398 -1.444
7 C -1.855 -0.828 -0.568
8 C -2.997 -0.605 0.451
9 C -2.834 -1.190 1.886
10 C -1.610 -2.123 2.100
11 C -0.391 -1.466 2.845
12 S 1.155 -2.114 2.128
13 C 2.027 -0.953 1.148
14 S 3.529 -1.424 0.718
15 N 1.551 0.293 0.669
16 C 0.431 1.046 0.948
17 C 0.450 2.201 0.257
18 N 1.608 2.176 -0.527
19 C 2.211 1.075 -0.282
20 H -3.088 3.696 0.331
21 H -3.570 4.189 1.778
22 H -1.960 1.415 2.682
23 H -4.425 0.794 -0.277
24 H -3.183 1.737 -1.693
25 H -1.896 2.327 -0.569
26 H -0.635 0.678 -1.523
27 H -1.869 0.207 -2.415
28 H -0.863 -1.074 -0.173
29 H -2.119 -1.602 -1.297
30 H -3.819 -1.190 0.023
31 H -2.842 -0.446 2.691
32 H -3.718 -1.813 2.066
33 H -1.233 -2.599 1.188
34 H -1.960 -2.946 2.736
35 H -0.466 -0.381 2.934
36 H -0.426 -1.839 3.877
37 H -0.359 0.765 1.629
38 H -0.291 2.988 0.308
39 H 3.130 0.872 -0.815
40 C 6.098 -2.119 -3.230
41 C 5.559 -0.715 -3.427
42 O 4.174 -0.647 -3.079
43 H 5.537 -2.831 -3.837
44 H 7.152 -2.175 -3.504
45 H 5.992 -2.430 -2.187
46 H 5.646 -0.414 -4.470
47 H 6.114 0.002 -2.815
48 H 4.094 -0.901 -2.155

---

No. 9
Below is C13H26N5O6PV as an isolated structure, with properties calculated with ωB97M-V with the def2-TZVPD basis set.

Output
LUMO (spin up / spin down)	-5.68 / -5.69	eV
HOMO (spin up / spin down)	-12.963 / -12.022	eV
charge	+2
energy above the lowest of the compared OMol25 structures with the same formula, charge and spin	0.1069	eV
multiplicity	2
frontier orbital gap (spin up / spin down)	7.282 / 6.329	eV

Geometry (Å):
1 V 1.021 0.197 -0.108
2 O 4.635 -0.620 1.752
3 C 3.547 -0.526 1.042
4 O 2.791 0.427 1.071
5 C 3.245 -1.683 0.134
6 C 3.999 -2.811 -0.094
7 C 3.522 -3.731 -1.032
8 C 2.341 -3.482 -1.701
9 C 1.643 -2.313 -1.404
10 N 2.098 -1.466 -0.496
11 C 0.346 -1.853 -2.066
12 O -0.228 -2.517 -2.887
13 O -0.029 -0.670 -1.636
14 H 4.739 0.169 2.311
15 H 4.931 -2.967 0.433
16 H 4.084 -4.631 -1.242
17 H 1.949 -4.160 -2.448
18 N 2.217 4.362 -1.387
19 C 0.713 4.315 -1.326
20 P 0.282 2.526 -1.170
21 O -0.070 2.093 0.226
22 O 1.514 1.821 -1.695
23 C -1.221 2.277 -2.186
24 N -1.868 0.999 -1.780
25 H 2.562 5.094 -2.008
26 H 2.524 3.424 -1.722
27 H 2.629 4.513 -0.466
28 H 0.325 4.735 -2.253
29 H 0.356 4.910 -0.489
30 H -0.973 2.222 -3.245
31 H -1.913 3.106 -2.029
32 H -1.191 0.160 -1.943
33 H -2.745 0.851 -2.275
34 H -2.035 0.942 -0.763
35 C -3.944 0.175 1.739
36 C -2.765 -0.778 1.894
37 C -2.448 -0.984 3.374
38 C -3.069 -2.107 1.213
39 N -1.645 -0.111 1.171
40 N -0.376 -0.796 1.262
41 H -4.821 -0.220 2.250
42 H -4.205 0.305 0.686
43 H -3.724 1.154 2.173
44 H -3.321 -1.384 3.890
45 H -2.182 -0.040 3.858
46 H -1.642 -1.704 3.534
47 H -3.970 -2.545 1.643
48 H -2.273 -2.842 1.354
49 H -3.235 -1.971 0.142
50 H -1.478 0.797 1.595
51 H -0.521 -1.719 0.864
52 H -0.122 -0.945 2.238

---

No. 10
Below is C13H26N6O6Sr as an isolated structure, with properties calculated with ωB97M-V with the def2-TZVPD basis set.

Output
LUMO (spin up / spin down)	-0.36 / -0.36	eV
HOMO (spin up / spin down)	-5.818 / -5.710	eV
charge	0
energy above the lowest of the compared OMol25 structures with the same formula, charge and spin	0.0000	eV
frontier orbital gap (spin up / spin down)	5.461 / 5.353	eV

Geometry (Å):
1 O -3.742 0.094 -1.177
2 H -4.702 0.027 -1.044
3 Sr -1.577 0.545 -0.132
4 N -0.310 -1.431 1.394
5 N -2.427 -0.277 2.131
6 N 0.608 -0.296 -1.438
7 N -1.404 0.704 -2.686
8 O 0.602 -2.264 0.956
9 O 1.723 -0.796 -0.807
10 O -2.490 1.110 -3.474
11 O -2.897 0.925 2.120
12 C -1.578 -0.597 3.158
13 C -0.453 -1.360 2.752
14 C 0.872 0.121 -2.682
15 C -0.266 0.695 -3.373
16 C 0.514 -1.916 3.739
17 H 1.077 -1.112 4.241
18 H 1.221 -2.583 3.236
19 H -0.022 -2.479 4.516
20 C -1.764 -0.093 4.538
21 H -2.712 0.449 4.608
22 H -0.947 0.588 4.827
23 H -1.768 -0.923 5.259
24 C 2.213 0.035 -3.328
25 C -0.206 1.185 -4.776
26 H 2.833 -0.689 -2.790
27 H 2.718 1.012 -3.316
28 H 2.113 -0.273 -4.376
29 H -0.849 2.061 -4.910
30 H -0.541 0.406 -5.477
31 H 0.821 1.452 -5.044
32 H 1.301 -1.402 -0.082
33 H -3.261 0.887 -2.905
34 C -3.091 -1.319 -0.884
35 H -2.981 -1.477 0.202
36 H -2.154 -1.417 -1.457
37 H -3.794 -2.063 -1.275
38 O -0.834 -4.398 -0.265
39 H -0.256 -5.050 -0.691
40 H -0.219 -3.736 0.134
41 C 3.740 1.523 1.669
42 N 2.537 1.966 0.985
43 C 2.419 3.096 0.193
44 C 1.091 3.170 -0.168
45 N 0.414 2.113 0.409
46 C 1.304 1.403 1.095
47 H 4.618 1.846 1.098
48 H 3.800 1.949 2.682
49 H 3.737 0.429 1.749
50 H 3.253 3.731 -0.046
51 H 0.602 3.908 -0.786
52 H 1.116 0.519 1.699

---

no.,F_max (eV/A)
1,3.7
2,3.6
3,8.1
4,0.4
5,2.9
6,3.9
7,4.9
8,2.2
9,2.1
10,3.4